Molecular formula: C35H43BeClN2Si2
Method: DFT, the ωB97M-V functional and the def2-TZVPD basis

Structure (ORCA input):
```
! wB97M-V def2-TZVPD RIJCOSX def2/J DEFGRID3
* xyz 0 1
H -2.712 2.629 -4.930
C -0.986 2.587 4.625
C -0.809 3.606 -5.219
H -1.730 0.499 -4.122
C 0.605 -2.742 -0.591
H -2.001 -4.850 -1.325
H 1.839 2.817 4.620
H 1.531 -4.996 -3.552
C -0.303 4.052 -1.406
H 0.067 5.023 -1.735
C 0.593 2.987 -1.260
H 1.655 3.125 -1.466
H 0.638 -0.130 0.449
H -2.393 -0.077 5.031
C 1.600 -2.853 -3.655
H -1.405 -1.357 0.974
H -1.592 -2.674 5.111
Si 1.082 -0.129 -3.208
C 0.581 3.474 -5.134
C 0.135 -4.218 -5.018
C 2.242 0.690 4.254
C -1.866 -2.759 -1.895
N 0.074 1.779 3.981
H 1.990 -0.980 2.212
H -0.249 -5.210 -5.279
C 0.127 1.713 -0.913
H -1.253 4.558 -5.521
C 0.339 2.284 2.597
H 0.904 -2.193 5.475
H 2.453 0.270 -2.560
H -0.229 -0.911 -5.804
H -2.821 -2.768 -2.434
Si 1.217 0.141 -0.931
C -0.180 -3.905 -0.601
H 1.129 1.711 5.841
H -1.123 -3.162 -6.405
H 3.102 0.532 4.917
H -0.598 2.345 2.028
C -1.224 1.559 -0.568
C -1.423 -1.313 2.063
C -0.352 -3.069 -5.641
C 1.956 -1.477 3.186
H 2.979 -1.757 3.479
C 1.135 -4.104 -4.045
C -1.401 -3.929 -1.285
H -1.567 0.592 -0.189
C 0.155 -1.574 -1.234
C 0.319 1.256 -4.197
Be -0.205 0.069 3.876
C -1.777 -0.168 2.837
H -2.226 0.744 2.443
C -1.239 -2.414 2.924
H -1.023 -3.433 2.598
C -1.627 2.529 -4.871
H -0.643 3.626 4.746
H 1.576 -2.753 -0.084
C 0.988 -1.690 -4.176
C 0.116 -1.803 -5.274
Cl 3.083 0.505 0.076
C 1.369 1.833 4.776
H 0.174 -4.807 -0.084
H -1.524 -0.678 -2.295
H -2.366 4.702 -1.241
H 1.029 1.618 2.058
H 0.806 -0.597 6.256
H 0.789 3.288 2.649
H 1.345 -2.379 3.107
H 2.622 0.922 3.248
H 2.379 -2.754 -2.890
C 1.373 -1.206 5.539
C -1.073 1.337 -4.387
C -1.121 -1.577 -1.818
C -1.872 -0.618 4.234
C -2.121 2.621 -0.715
H 2.236 2.199 -4.539
H -1.214 2.165 5.613
H 2.407 -1.321 5.905
H -1.893 2.575 4.004
C -1.663 3.871 -1.138
H -3.177 2.458 -0.495
C 1.152 2.299 -4.642
N 1.389 -0.556 4.200
C -1.524 -2.015 4.245
H 1.220 4.314 -5.406
*
```

- LUMO (Ha) = -0.0108
- E_HOMO (eV) = -4.689
- Kohn-Sham gap (eV) = 4.39

These are the Mulliken partial charges, in e, on atoms 1 to 4:
1 H 0.354
2 C -1.109
3 C -0.516
4 H 0.332

***

Molecular formula: C35H43ClLaP2Si2
Method: DFT, the ωB97M-V functional and the def2-TZVPD basis

Structure (ORCA input):
```
! wB97M-V def2-TZVPD RIJCOSX def2/J DEFGRID3
* xyz 1 1
C -2.870 -0.831 -6.189
H -2.256 -1.104 4.013
C -1.825 -0.555 -7.070
H 3.472 -2.190 -0.772
C -5.468 0.774 -6.370
H 1.665 2.171 -1.102
H -0.766 -4.484 -6.482
C -3.512 -2.722 -7.589
C -0.558 -3.099 -4.831
C -5.082 0.528 -5.032
C -4.227 -0.867 -1.547
H 2.928 0.870 1.030
La -1.089 0.266 -0.957
C -1.638 -1.340 -8.214
C 0.084 0.338 3.684
H -2.316 -3.048 -9.350
H 0.876 1.813 1.453
H -0.184 1.397 3.592
H -0.333 -0.059 4.620
H 1.897 -3.011 -1.088
H -4.969 -1.027 -0.764
H 2.576 -1.762 -6.718
C 1.449 -2.408 1.652
H 2.047 -0.917 -4.427
H 0.188 -1.985 -3.121
C -6.090 0.316 -4.095
H 1.370 -3.358 1.107
H -2.173 -4.476 -3.288
H 1.179 0.246 3.702
C -2.473 -2.430 -8.468
C -2.758 -1.887 -3.228
H 0.505 -2.263 3.624
C -0.171 -3.680 -6.055
C -1.575 2.934 -0.542
H -8.185 -0.064 -3.745
H -4.150 1.299 -1.309
C -6.802 0.668 -6.773
C -2.299 -0.931 2.928
H -4.213 -2.954 -2.083
C -2.174 -0.559 -3.488
C 0.354 -2.238 -4.176
H 3.326 -0.541 2.061
H -2.933 -0.057 2.723
H -5.847 0.225 -3.044
H -1.759 2.390 1.633
C 0.227 2.091 0.622
C -3.751 0.413 -1.810
C 2.405 -2.044 -0.990
P 1.638 -1.069 0.361
H 2.380 -2.433 2.239
C -7.425 0.172 -4.494
Cl -1.009 -2.402 -0.567
C 0.941 -3.183 -6.733
H -0.420 3.279 -2.451
H -4.184 -3.564 -7.776
H -8.822 0.209 -6.149
H -0.823 -1.102 -8.897
H 2.305 -1.495 -1.937
H -4.702 0.999 -7.118
C -3.706 -1.931 -6.450
C -1.158 2.431 0.723
H -2.721 -1.808 2.419
C 3.113 -0.210 1.036
H -1.158 0.288 -6.868
H -2.554 3.363 -0.760
P -0.629 -0.588 2.267
H -4.543 -2.171 -5.775
H 1.179 -3.569 -7.725
C 1.436 -1.703 -4.882
C -0.454 2.883 -1.434
H 3.974 -0.427 0.391
C -3.794 -1.967 -2.290
C -7.784 0.330 -5.833
H -0.525 -2.999 2.370
H -2.240 1.584 -2.891
C 0.653 2.332 -0.722
Si -3.216 0.402 -4.747
H -2.620 1.667 -5.260
H -1.158 -0.473 -3.884
C -2.812 0.627 -2.911
C 1.729 -2.174 -6.167
H -7.066 0.834 -7.817
Si -2.252 -3.384 -4.173
C 0.223 -2.215 2.559
*
```

- LUMO (spin up / spin down) (Ha) = -0.1526 / -0.1517
- E_HOMO (spin up / spin down) (eV) = -9.748 / -9.741
- Kohn-Sham gap (spin up / spin down) (eV) = 5.59 / 5.61

These are the Mulliken partial charges, in e, on atoms 1 to 4:
1 C 0.054
2 H 0.454
3 C -0.372
4 H 0.575

***

Molecular formula: C35H43ClLaP2Si2
Method: DFT, the ωB97M-V functional and the def2-TZVPD basis

Structure (ORCA input):
```
! wB97M-V def2-TZVPD RIJCOSX def2/J DEFGRID3
* xyz 1 1
C -2.354 -3.030 2.109
H -1.573 -5.977 -0.611
C -1.707 -3.508 -3.217
C 5.174 0.863 0.007
P -0.091 -4.041 -0.948
H -2.470 -4.066 -3.781
H -0.571 -0.534 3.486
C -2.496 1.456 -1.416
H -4.245 -1.914 1.528
H -4.253 -3.462 -0.374
C -1.643 6.033 2.250
H 2.354 0.823 2.881
H -0.301 -3.190 3.070
H -0.472 3.289 -3.454
H 0.505 0.495 -0.553
H -4.369 -4.192 -2.010
H -3.536 1.134 -1.296
H -2.706 3.135 0.742
C 3.023 -0.370 -1.202
H -3.135 -4.774 -0.837
H 1.973 -5.325 -1.013
H 4.613 1.805 3.351
H -3.964 -0.701 -1.861
C 3.198 1.008 -1.412
C -0.137 1.415 -0.535
C 0.317 2.187 -1.792
H 2.011 1.292 -3.607
C -3.681 -3.896 -1.206
C -0.846 3.351 1.887
C -3.573 -1.391 -2.619
H -3.285 5.537 0.952
C 3.512 4.066 1.064
C -1.601 1.157 -0.400
H -4.421 -1.865 -3.129
H 0.608 3.767 3.479
C 1.827 2.411 1.539
H 2.163 -3.727 -1.793
H -2.984 -0.807 -3.336
H -0.016 6.154 3.667
C 4.922 -0.491 0.286
C -0.219 4.164 2.869
C 4.349 3.474 2.012
H 2.207 -0.871 -1.717
C 4.359 1.585 -0.864
C -2.065 2.239 -2.479
C -2.408 5.160 1.476
H 0.113 -6.297 -0.126
H 5.362 3.861 2.152
Si 0.089 1.818 1.291
H -2.019 0.981 0.617
H -2.999 0.246 2.540
C 2.690 1.750 2.408
H -1.855 7.108 2.266
C 3.941 2.308 2.666
H 3.862 4.904 0.459
C -3.222 -1.909 1.912
C -2.052 3.805 1.320
H 5.583 -1.038 0.967
H -0.833 -5.477 -2.796
C -0.687 -5.551 -0.128
La -0.784 -1.121 0.417
C -0.582 5.505 3.003
H 3.682 -2.182 -0.199
H 4.582 2.629 -1.075
H -0.936 -5.284 0.903
H 0.332 -4.255 -3.329
H 6.005 1.361 0.522
C 3.852 -1.114 -0.358
H -0.192 0.743 2.243
C -0.569 -4.412 -2.725
C 1.705 -4.264 -0.955
C 2.231 3.551 0.839
H 2.101 -3.850 -0.019
C -2.588 -0.761 2.456
C -0.725 2.647 -2.606
C -1.161 -2.569 2.765
H 1.548 4.030 0.120
H -2.626 -4.077 1.923
H -2.799 2.514 -3.243
Si 2.081 2.088 -2.442
H -1.303 -2.724 -3.876
P -2.517 -2.616 -1.783
C -1.329 -1.174 3.015
Cl 0.027 -1.041 -2.341
*
```

- LUMO (spin up / spin down) (Ha) = -0.1321 / -0.1503
- E_HOMO (spin up / spin down) (eV) = -10.138 / -10.345
- Kohn-Sham gap (spin up / spin down) (eV) = 6.54 / 6.26

These are the Mulliken partial charges, in e, on atoms 1 to 4:
1 C -0.145
2 H 0.474
3 C -0.923
4 C -0.449

***

Molecular formula: C35H43ClN2Si2Tc
Method: DFT, the ωB97M-V functional and the def2-TZVPD basis

Structure (ORCA input):
```
! wB97M-V def2-TZVPD RIJCOSX def2/J DEFGRID3
* xyz 2 4
H -1.206 3.466 4.966
H -4.323 1.460 -4.319
H -0.143 -6.596 -4.212
H 4.398 -3.586 -0.108
C -2.175 0.205 -6.655
Tc 0.390 1.579 2.814
H -2.250 -5.339 -3.758
H -4.066 1.250 -6.792
H -2.130 2.236 5.894
C 0.918 1.707 -2.002
H -2.061 0.097 -7.734
C 1.055 -2.951 -0.322
H -0.298 -0.790 -6.221
C -0.026 -2.747 -3.620
C 2.309 -0.896 -0.339
C -1.253 -3.431 -3.569
C -1.287 2.066 -1.125
H 0.177 3.559 0.716
C -1.292 -4.814 -3.782
C -0.448 -0.850 4.335
C 1.768 -1.013 3.334
H -0.345 2.193 5.882
C -1.317 -0.174 -4.415
H 2.120 -2.941 -3.766
C 0.896 2.980 -2.587
H -0.661 -1.515 3.487
C -3.446 0.959 -4.739
H -2.281 2.985 2.864
H 1.623 -0.725 5.885
C -2.518 2.015 3.322
C 1.894 2.369 1.551
Si 0.083 -0.884 -3.390
C -1.180 -0.290 -5.808
H -2.767 1.293 2.540
C -2.472 0.428 -3.888
C -0.222 1.178 -1.357
N -1.330 1.524 4.090
C -0.253 3.770 -2.501
H 0.795 0.846 5.978
C -3.304 0.843 -6.125
C 2.239 -3.678 -0.188
H 1.828 1.113 -2.116
H 0.097 -3.470 -0.344
C -0.110 -5.521 -4.026
H 2.706 -0.486 3.123
H 1.397 -0.406 -3.864
N 0.831 -0.100 4.050
H -2.238 3.935 -1.648
H -2.179 -2.885 -3.366
H -2.493 -0.266 4.036
C -1.606 0.099 4.571
H 1.963 -1.879 3.986
C 1.521 3.005 3.764
H 4.458 -1.089 -0.217
H -2.109 1.758 -0.478
C 0.767 3.260 1.579
H -0.266 -1.457 5.232
H 2.044 -5.398 -4.181
H -2.624 0.484 -2.806
H 2.412 0.739 5.216
H -0.212 4.378 3.270
H 1.772 3.343 -3.132
C 0.532 3.653 2.935
C -1.341 3.318 -1.745
H 2.199 -4.769 -0.115
H -1.792 -1.262 -0.599
H 1.315 -1.346 2.395
C 3.469 -3.016 -0.172
C 1.116 -4.847 -4.018
H 1.676 3.175 4.832
C 1.163 -3.468 -3.798
H 3.250 1.655 3.203
C 1.079 -1.555 -0.490
Si -0.523 -0.716 -1.089
H -0.307 4.724 -3.024
H -3.363 2.112 4.021
H -1.847 0.158 5.642
Cl -0.961 -0.095 1.383
C 3.501 -1.620 -0.238
H 2.322 1.903 0.670
C -1.233 2.418 5.285
H 2.355 0.195 -0.332
C 2.368 2.210 2.901
C 1.454 0.229 5.364
*
```

- LUMO (spin up / spin down) (Ha) = -0.1753 / -0.3029
- E_HOMO (spin up / spin down) (eV) = -13.296 / -13.427
- Kohn-Sham gap (spin up / spin down) (eV) = 8.53 / 5.19
- expectation value of S² = 3.772

These are the Mulliken partial charges, in e, on atoms 1 to 4:
1 H 0.381
2 H 0.405
3 H 0.423
4 H 0.470

***

Molecular formula: C35H43DyN7O3
Method: DFT, the ωB97M-V functional and the def2-TZVPD basis

Structure (ORCA input):
```
! wB97M-V def2-TZVPD RIJCOSX def2/J DEFGRID3
* xyz -1 6
N 1.009 1.750 -0.867
H -2.950 -0.365 -0.190
N 0.081 2.652 1.576
C -1.405 2.142 3.463
H -3.704 2.521 5.906
H 1.630 -4.072 1.520
H 3.642 -1.547 0.456
H -1.823 -2.765 -0.501
C 0.794 -4.540 -2.965
C -1.950 2.573 4.664
H -1.753 3.621 1.662
C -3.249 2.200 4.978
C 1.709 2.725 -0.271
C 2.997 -3.807 -2.545
H 2.551 -5.699 -3.481
H 2.091 2.181 1.729
H 3.856 -1.181 -3.820
N -2.027 1.471 -0.310
H 0.108 -5.257 -3.412
H -2.836 3.957 -2.414
N 0.149 -0.607 3.150
H -3.819 0.379 2.195
H -4.379 2.220 -3.300
C 1.183 1.583 -2.178
H 1.783 3.925 1.505
H -1.598 -4.486 -0.747
C -0.013 2.530 3.037
C 1.879 -2.342 2.602
C 0.263 -3.408 -2.377
H 0.657 1.723 3.342
C 2.823 3.308 -2.306
H -3.055 -3.683 -1.365
H -0.249 3.853 -0.969
H 4.589 -2.146 -1.731
H -0.362 -2.558 3.877
C 2.157 -4.800 -3.021
C 2.544 -2.645 -1.941
H -1.349 -1.132 -2.449
H 2.174 2.143 -3.993
H -4.473 0.016 -2.112
C 2.064 2.330 -2.934
C -1.247 -3.280 -2.512
H 4.417 0.137 -2.773
C 1.117 -2.420 -1.688
C -1.977 -3.569 -1.202
N -2.070 1.369 2.608
C -0.812 3.727 1.125
C -3.788 0.791 -1.799
C -3.315 1.019 2.910
C 3.634 -1.606 -1.705
C -3.739 2.012 -2.453
C 3.650 -0.637 -2.896
H -0.376 4.700 1.410
C -2.926 0.571 -0.744
Dy -0.130 -0.008 0.720
H -1.138 -1.172 4.682
O -3.034 -2.161 3.231
H 4.072 -3.939 -2.661
H -2.755 -1.893 -3.239
H 2.930 -2.228 2.314
N 1.111 -3.226 1.722
H 0.584 0.796 -2.625
C -1.152 3.787 -0.365
N 0.671 -1.422 -0.928
O 1.853 -0.056 1.848
H 2.668 -0.294 -0.283
C -1.994 -1.689 2.784
C -3.952 1.417 4.076
C -1.667 -1.935 -3.111
H -1.194 -1.789 -4.087
C -2.871 2.973 -1.963
H -1.558 -4.054 -3.225
C 1.470 2.912 1.204
C -0.769 -1.554 3.729
H 2.679 -0.154 -2.995
C 1.255 -0.950 2.567
H -1.693 4.724 -0.517
H -4.968 1.109 4.278
H 1.852 -2.747 3.619
H 3.543 3.901 -2.855
C 2.625 3.511 -0.949
H 4.447 -0.163 -0.309
O -1.804 -1.265 1.591
H 3.173 4.276 -0.413
C 3.592 -0.850 -0.381
H 0.294 3.463 3.537
C -2.038 2.680 -0.891
H 0.958 -2.771 0.814
H -1.368 3.192 5.336
*
```

- LUMO (spin up / spin down) (Ha) = 0.0787 / 0.0787
- E_HOMO (spin up / spin down) (eV) = -2.197 / -2.232
- Kohn-Sham gap (spin up / spin down) (eV) = 4.34 / 4.37
- expectation value of S² = 9.088

These are the Mulliken partial charges, in e, on atoms 1 to 4:
1 N 1.470
2 H 0.438
3 N 1.209
4 C 0.746

***

Results for ΔE to the lowest compared entry with this formula, charge and spin: 27.2 96.3 102.2 0.0 29.8 (in kcal/mol, following the order of the records).